[1]
# C2H5NO2S

A single C2H5NO2S molecule in a non-equilibrium geometry (ωB97M-V/def2-TZVPD, OMol25).

The geometry in XYZ format:
```
11
Properties=species:S:1:pos:R:3:mulliken_charge:R:1
O 1.2506 -0.6291 0.6319 -0.6232
C 0.2515 -0.1857 0.0756 0.7751
C 0.2650 1.2973 -0.2409 -0.4670
O 1.3579 1.9324 0.3588 -0.5281
N -0.8548 -0.9145 -0.2478 -0.3236
S -0.9561 -2.6350 -0.2492 -0.1147
H -0.6687 1.7892 0.0522 0.2991
H 0.3219 1.4222 -1.3679 0.2277
H 2.0544 1.2488 0.5265 0.3470
H -1.6926 -0.4480 -0.5767 0.2626
H -1.3291 -2.8776 1.0373 0.1451
```

Relative energy (zero: lowest compared OMol25 entry of this formula, charge and spin) in kcal per mole: 13.92
2S+1: 1
Highest occupied orbital energy in eV: -10.15
Total charge: 0
Gap between HOMO and LUMO in eV: 10.645

***

[2]
# C3H11N2O3

2 unconnected molecules or ions with the total composition C3H11N2O3 in a non-equilibrium geometry (ωB97M-V/def2-TZVPD, OMol25).

The geometry in XYZ format:
```
19
Properties=species:S:1:pos:R:3:mulliken_charge:R:1
N -1.6057 -1.5796 -0.2732 -0.3432
C -0.5569 -0.4628 0.0177 -0.2048
C 0.8076 -0.9856 -0.4773 -0.5444
O 0.7143 -1.3771 -1.7522 -0.5702
C -0.4834 -0.0219 1.5127 0.5802
N 0.4114 0.9437 1.8746 -0.3332
O -1.2404 -0.5739 2.2386 -0.5866
H -1.6854 -2.1741 0.6100 0.3931
H -2.5831 -1.1465 -0.5205 0.3898
H -1.2781 -2.1464 -1.0696 0.3484
H -0.9260 0.3481 -0.5804 0.3091
H 1.4970 -0.0164 -0.3491 0.3280
H 0.9897 -1.9248 -0.1085 0.3965
H 1.3056 -0.7629 -2.3638 0.3694
H 0.4050 1.3015 2.8843 0.2983
H 0.9762 1.4340 1.1917 0.1625
H 1.6356 3.2928 -0.4259 0.3002
H 0.6309 3.1322 -1.6012 0.2924
O 0.9856 2.7197 -0.8083 -0.5853
```

Relative energy (zero: lowest compared OMol25 entry of this formula, charge and spin) in kcal per mole: 51.18
2S+1: 1
Highest occupied orbital energy in eV: -14.12
Total charge: +1
Gap between HOMO and LUMO in eV: 10.815

***

[3]
# C7H7NO

A single C7H7NO molecule in a non-equilibrium geometry (ωB97M-V/def2-TZVPD, OMol25).

The geometry in XYZ format:
```
16
Properties=species:S:1:pos:R:3:mulliken_charge:R:1
C 2.1977 1.2751 0.1719 -1.6523
C 1.6833 0.2234 -0.6374 0.5854
O 2.3456 -0.4013 -1.5016 -0.5705
C 0.2510 -0.1788 -0.3589 0.5093
C -0.1165 -0.6775 0.8256 -0.0983
C -1.4294 -1.0668 1.0201 -0.4008
C -2.3216 -0.7582 0.0998 -0.2742
C -1.9345 -0.1677 -1.1744 -0.2156
N -0.6108 0.0700 -1.3961 -0.5172
H 1.8175 2.1042 -0.0500 0.5698
H 1.9703 1.2048 1.2441 0.3614
H 3.1787 1.4533 0.0214 0.4576
H 0.6499 -0.8686 1.5420 0.3846
H -1.7580 -1.5172 2.0990 0.2348
H -3.4957 -0.8963 0.1933 0.2352
H -2.4275 0.2014 -2.0986 0.3906
```

Relative energy (zero: lowest compared OMol25 entry of this formula, charge and spin) in kcal per mole: 35.96
2S+1: 1
Highest occupied orbital energy in eV: -9.64
Total charge: 0
Gap between HOMO and LUMO in eV: 10.372

***

The highest total charge belongs to which entry?
C3H11N2O3